ORCA calculation (wB97M-V/def2-TZVPD) on one molecule with the formula C2H2S2.

- frontier orbital gap (eV) = 7.67
- highest occupied orbital energy (eV) = -8.36
- energy above the lowest of the compared OMol25 structures with the same formula, charge and spin (kcal/mol) = 88.4

XYZ file:
```
6
C2H2S2 (wB97M-V/def2-TZVPD)
C 1.76499 -1.56034 0.00466
S 2.80592 -0.38354 -0.00248
S 1.32074 1.64640 0.00278
C -0.00518 0.78930 -0.00853
H 0.70144 -1.21931 0.00375
H -0.97884 1.24432 -0.00343
```


ORCA calculation (wB97M-V/def2-TZVPD) on C20H71F3FeN11O17 as an isolated structure.

- multiplicity = 7
- frontier orbital gap (alpha / beta) (eV) = 6.97 / 2.11
- highest occupied orbital energy (alpha / beta) (eV) = -14.39 / -14.39
- net charge = +3

XYZ file:
```
123
C20H71F3FeN11O17 (wB97M-V/def2-TZVPD)
Fe -3.56634 -1.66537 3.00185
C -1.33512 -1.85951 0.44259
O -0.76648 -0.67526 0.91373
O -2.55496 -2.01883 1.20929
C -1.35227 -1.91092 -1.09635
F -1.83868 -3.02985 -1.62656
F -1.81545 -0.87496 -1.73665
F -0.12255 -1.86833 -1.60052
C 0.66851 -0.44167 0.80560
C 1.08611 -0.09685 2.22412
H 2.16415 0.06362 2.23739
H 0.57098 0.82352 2.49918
H 0.80035 -0.83461 2.97389
H 1.10482 0.21308 0.05125
H 1.16537 -1.29537 0.34469
H -0.61081 -2.60312 0.77503
C -2.52595 2.68122 -1.11031
C -2.53767 2.68508 0.36712
C -3.54364 3.67190 0.98124
O -3.22361 4.02007 2.31164
C -2.14366 4.95800 2.55641
N -2.86086 1.34502 0.83214
H -1.83303 1.97644 -1.56993
H -2.45215 3.67736 -1.54660
H -3.49856 2.34110 -1.46590
H -1.56304 2.98718 0.75047
H -4.53229 3.21850 0.90982
H -3.56103 4.60194 0.41309
H -1.24216 4.58475 2.07053
H -1.82587 4.96524 3.59903
H -2.30848 5.97628 2.20420
H -3.60564 0.92366 0.29562
H -2.01333 0.83411 0.63023
C 1.28654 5.07814 1.46063
C 2.65330 5.08496 0.78713
C 3.22737 3.81588 0.16631
O 3.82858 2.87427 1.09364
C 4.46337 1.73481 0.48911
N 2.63516 6.16991 -0.14305
H 1.08168 6.00698 1.99298
H 1.23883 4.27440 2.19537
H 0.41332 4.96944 0.81738
H 3.38134 5.35454 1.55224
H 3.94375 4.01892 -0.62972
H 2.42180 3.24504 -0.29553
H 3.73813 1.06204 0.03139
H 5.04199 1.17985 1.22758
H 5.13470 2.15542 -0.25956
H 2.71920 7.03724 0.36761
H 3.43527 6.21882 -0.75749
C 4.65012 -0.48577 3.64552
C 4.49034 -1.89283 3.09345
C 4.65973 -1.87004 1.63826
O 4.39490 -3.18355 1.15368
C 4.32720 -3.28712 -0.24100
N 5.45009 -2.71161 3.80545
H 3.79195 0.15568 3.44504
H 5.52818 -0.05528 3.16409
H 4.84020 -0.47278 4.71875
H 3.46885 -2.17675 3.34656
H 5.66272 -1.50873 1.41120
H 3.94775 -1.13609 1.26076
H 3.67989 -2.50414 -0.63603
H 3.88643 -4.25808 -0.46692
H 5.30747 -3.16618 -0.70202
H 6.36264 -2.35364 3.56208
H 5.42052 -3.69400 3.57279
O -1.21353 -5.94662 -3.35867
H -0.79671 -5.33327 -3.96389
H -1.94991 -5.45793 -2.99103
O -2.27322 -2.69068 4.03577
H -1.78121 -3.38634 3.59962
H -1.74410 -2.46611 4.80117
O -4.59817 -3.37838 2.71968
H -4.28584 -4.06557 2.13108
H -5.49927 -3.62851 2.92385
O -2.59164 0.05793 3.38368
H -1.80797 0.10089 3.93163
H -2.51489 0.80942 2.79579
O -4.93261 -0.61572 2.00659
H -4.94789 -0.43039 1.06762
H -5.57000 -0.00799 2.38157
O 1.16442 -4.43878 -0.97970
H 0.32671 -4.71315 -1.35281
H 1.72277 -4.27321 -1.73935
O 2.31317 -2.03330 5.39306
H 3.26737 -2.09082 5.44238
H 2.13003 -1.09398 5.37415
O -0.47041 0.04373 5.18825
H -0.66717 0.14963 6.11901
H 0.47888 0.15177 5.12983
C 2.66550 0.31437 -2.86997
O 3.11775 -0.75991 -2.66450
N 1.39990 0.63780 -2.78995
N 3.28850 1.31890 -3.24441
H 1.00153 1.52113 -3.07479
H 0.86835 -0.15739 -2.46557
H 4.15084 1.21707 -3.76027
H 2.70566 2.14206 -3.29726
C -5.37140 -0.73079 -1.55125
O -4.84507 0.01165 -0.66906
N -5.26910 -2.01106 -1.56435
N -6.25511 -0.32550 -2.38959
H -4.58861 -2.53643 -1.03422
H -5.96913 -2.41861 -2.16763
H -6.63463 -0.98669 -3.05208
H -6.30742 0.67171 -2.54106
C -2.13075 0.64907 -5.28138
O -1.39735 1.62779 -5.10269
N -2.45990 0.31864 -6.44614
N -2.74456 -0.00419 -4.30087
H -1.95133 0.80027 -7.17381
H -2.84095 -0.61022 -6.55629
H -3.21832 -0.89156 -4.39152
H -2.57009 0.38455 -3.38514
C 0.04225 -2.79669 -5.10990
O -0.75694 -3.69970 -4.83468
N 0.77995 -2.11270 -4.29924
N 0.13853 -2.19571 -6.25660
H 0.88314 -2.20722 -3.29898
H 1.57029 -1.70415 -4.77730
H 0.63261 -1.31491 -6.24330
H -0.53291 -2.46737 -6.96049
```


ORCA calculation (wB97M-V/def2-TZVPD) on one molecule with the formula C5H8O2.

- frontier orbital gap (eV) = 9.19
- highest occupied orbital energy (eV) = -8.62
- energy above the lowest of the compared OMol25 structures with the same formula, charge and spin (kcal/mol) = 99.7

XYZ file:
```
15
C5H8O2 (wB97M-V/def2-TZVPD)
O 1.64737 0.58552 -0.13656
C 1.47097 -0.83933 0.14809
C 0.07084 -0.71888 0.60976
C -0.43744 1.10786 -0.34560
C -1.74004 0.37696 -0.27664
C -1.03538 -0.97034 -0.31661
O -1.10316 -1.81084 -1.18968
H 2.47788 0.92340 -0.46980
H 2.22823 -1.13577 0.88007
H 1.53374 -1.46869 -0.75110
H -0.11565 -0.47983 1.65411
H -0.24685 1.98848 0.27884
H -0.09167 1.33303 -1.37320
H -2.40686 0.53751 -1.11412
H -2.18913 0.58396 0.69279
```


ORCA calculation (wB97M-V/def2-TZVPD) on a 2-piece molecular cluster, CH6NOPS2 overall.

- multiplicity = 3
- frontier orbital gap (alpha / beta) (eV) = 6.69 / 5.47
- highest occupied orbital energy (alpha / beta) (eV) = -6.80 / -9.74
- energy above the lowest of the compared OMol25 structures with the same formula, charge and spin (kcal/mol) = 0.0

XYZ file:
```
12
CH6NOPS2 (wB97M-V/def2-TZVPD)
C -1.93033 1.42042 2.20155
N -0.52764 -2.30825 -2.41554
O -2.79070 0.21438 -1.75003
P -2.32061 0.18545 -0.35854
S -2.08778 -1.45634 0.66896
S -2.36652 1.99881 0.62178
H -1.98174 2.31512 2.79843
H -0.96536 0.90801 2.31684
H -2.57552 0.54915 2.41424
H 0.37922 -2.29133 -1.95090
H -1.18505 -2.48377 -1.67542
H -0.66203 -1.37965 -2.83690
```


ORCA calculation (wB97M-V/def2-TZVPD) on C41H40N12O2Sr as an isolated structure.

- frontier orbital gap (eV) = 5.79
- highest occupied orbital energy (eV) = -11.70
- energy above the lowest of the compared OMol25 structures with the same formula, charge and spin (kcal/mol) = 32.6
- net charge = +2

XYZ file:
```
96
C41H40N12O2Sr (wB97M-V/def2-TZVPD)
Sr -0.21369 -0.09857 1.66922
C -3.14140 -3.70852 0.28571
C -2.96736 -2.53944 1.02490
N -2.48353 -1.44308 0.45298
C -2.28285 -1.45506 -0.86680
C -2.40751 -2.63910 -1.58456
N -2.78720 -3.77566 -0.99569
C -1.89995 -0.15653 -1.49408
C -2.19793 0.11805 -2.81927
C -1.90951 1.38314 -3.32680
C -1.35179 2.31351 -2.45861
C -1.06319 1.95133 -1.14875
N -1.32115 0.72872 -0.68122
C -0.47248 2.92267 -0.18257
C 0.07294 4.14056 -0.58275
N 0.54256 5.02690 0.28516
C 0.45452 4.71405 1.57104
C -0.04799 3.48636 1.98205
N -0.49003 2.58668 1.11060
C -2.20387 1.73104 -4.73415
C -1.97189 0.81595 -5.75507
C -2.24778 1.18999 -7.06197
N -2.73555 2.38036 -7.39362
C -2.96413 3.24890 -6.41418
C -2.71168 2.97816 -5.07632
H -3.51191 -4.61182 0.75477
H -3.17566 -2.49777 2.08917
H -2.16774 -2.68817 -2.64084
H -2.70971 -0.60746 -3.43747
H -1.14896 3.31261 -2.81595
H 0.15299 4.41114 -1.62826
H 0.79879 5.44695 2.29021
H -0.09123 3.22562 3.03355
H -1.56214 -0.16547 -5.54970
H -2.06633 0.50120 -7.87889
H -3.37205 4.20850 -6.70873
H -2.94096 3.72130 -4.32353
C 2.43502 -2.11859 3.40404
N 1.11324 -1.58271 3.72367
C 1.13164 -1.05987 5.09761
C 0.12570 -2.67211 3.64820
C -1.30376 -2.23877 3.93264
C -2.14069 -3.17674 4.53957
C -3.47162 -2.86724 4.78124
C -3.94374 -1.60578 4.43663
C -3.08628 -0.68653 3.83851
C -1.73934 -0.95776 3.54646
H 2.73825 -2.90762 4.10522
H 3.18480 -1.32770 3.43867
H 2.43326 -2.54287 2.39756
H 1.31560 -1.86664 5.81903
H 0.17787 -0.59166 5.32721
H 1.93385 -0.33042 5.21418
H 0.41512 -3.48365 4.33399
H 0.20167 -3.09121 2.63683
H -1.75314 -4.14587 4.84176
H -4.12300 -3.58745 5.25936
H -4.97390 -1.34107 4.64359
H -3.50502 0.28370 3.58059
O 4.64243 3.89398 -3.58393
N 4.25113 4.42487 -2.56434
O 4.29278 5.60715 -2.31903
C 3.69892 3.54236 -1.51365
C 3.96717 3.88682 -0.24492
C 3.51146 3.06554 0.83268
C 3.80885 3.38847 2.16860
C 3.33871 2.58262 3.16952
C 2.55749 1.47801 2.81154
N 2.26064 1.14877 1.56738
C 2.74819 1.91919 0.57016
C 2.46039 1.55710 -0.81206
N 1.72891 0.44356 -1.03748
C 1.45902 0.12904 -2.28673
C 1.85845 0.88006 -3.39289
C 2.60177 2.00978 -3.18080
C 2.93801 2.37047 -1.86167
H 4.53191 4.78647 -0.03953
H 4.40556 4.26580 2.38564
H 3.54834 2.78494 4.21036
H 2.14461 0.83762 3.58345
H 0.86864 -0.76987 -2.45364
H 1.58760 0.57063 -4.39302
H 2.94006 2.60853 -4.01182
N -0.52921 -5.51515 -1.30105
C 0.47280 -4.38951 -1.25047
C 0.40283 -3.67914 0.10636
N 0.85194 -2.29291 0.08930
H -0.42808 -6.07127 -2.15154
H -1.50050 -5.11585 -1.27780
H -0.41986 -6.15082 -0.50847
H 0.20274 -3.71187 -2.05934
H 1.45703 -4.80458 -1.45915
H 0.99516 -4.22743 0.84068
H -0.62755 -3.70311 0.46534
H 0.54143 -1.80574 -0.74416
H 1.86203 -2.20303 0.11034
```


ORCA calculation (wB97M-V/def2-TZVPD) on C53H39BrClN12O3SeSn as an isolated structure.

- frontier orbital gap (eV) = 6.03
- highest occupied orbital energy (eV) = -8.74
- energy above the lowest of the compared OMol25 structures with the same formula, charge and spin (kcal/mol) = 26.8
- net charge = +1

XYZ file:
```
111
C53H39BrClN12O3SeSn (wB97M-V/def2-TZVPD)
Sn -0.21307 -0.09501 0.35408
Cl -7.27164 -0.49349 3.16387
C -5.84724 -0.58636 2.17227
C -5.90604 -0.75038 0.84944
C -4.71420 -0.83008 0.02634
C -3.45030 -0.89288 0.54169
O -2.35464 -0.99187 -0.14988
C -3.27608 -0.78918 2.06836
C -2.41100 -1.93162 2.46980
N -1.18415 -1.91651 2.16471
C -0.33798 -3.00286 2.43521
C -0.18681 -3.55312 3.68024
C 0.72993 -4.60565 3.89651
C 1.44341 -5.12824 2.85657
C 1.27232 -4.61257 1.54805
C 1.90556 -5.16550 0.41041
C 1.66079 -4.63119 -0.81946
C 0.81196 -3.50611 -0.91613
N 0.21873 -2.95683 0.11094
C 0.40865 -3.51713 1.33574
C -4.54849 -0.48758 2.91134
H -6.87124 -0.78655 0.35963
H -4.81842 -0.88697 -1.05080
H -2.89416 -2.80486 2.92915
H -0.76689 -3.16191 4.50881
H 0.84881 -5.01062 4.89340
H 2.13299 -5.95020 3.01221
H 2.56725 -6.01506 0.53247
H 2.11679 -5.04300 -1.70985
H 0.62575 -3.04172 -1.88156
H -4.58951 -1.05245 3.84477
N 1.18930 2.17869 4.68648
C 0.89765 1.07516 5.45179
C 0.60060 0.08740 4.56217
N 0.70130 0.56153 3.27646
C 1.05628 1.81696 3.37861
C 1.28581 2.69014 2.23665
N 1.02963 2.35602 0.99157
C 1.37310 3.44494 0.22909
C 1.85122 4.44232 1.02282
N 1.79348 3.95026 2.30369
H 1.40221 3.08853 5.05421
H 0.92275 1.09742 6.52764
H 0.32998 -0.93884 4.76007
H 1.24892 3.44555 -0.83861
H 2.22254 5.42803 0.80034
H 2.07374 4.45255 3.12642
Se -7.20232 4.16338 -1.06969
N -5.74839 3.88436 -2.04719
C -4.90650 3.23056 -1.30231
C -3.59381 2.79375 -1.77766
C -3.16067 3.03519 -3.07771
C -1.92613 2.56546 -3.46878
C -1.17410 1.84002 -2.55412
N -1.57677 1.60355 -1.31349
C -2.75316 2.09279 -0.91222
C -3.14240 1.79611 0.48588
N -2.24479 1.26827 1.24973
C -2.71170 0.61300 2.43225
C -4.06374 0.99413 3.08128
C -4.88098 1.87486 2.19791
C -4.48260 2.16946 0.95869
C -5.34294 2.92124 0.03899
N -6.53765 3.33157 0.35085
H -3.80636 3.58041 -3.75424
H -1.55210 2.73507 -4.46874
H -0.21031 1.42687 -2.82155
H -1.90148 0.52318 3.14194
H -4.00842 1.38822 4.09564
H -5.82834 2.25452 2.56228
C 5.48257 1.13831 -0.63074
O 4.68029 0.67686 -1.70847
C 3.85963 1.56283 -2.31660
C 3.78170 2.91505 -2.01812
C 2.94879 3.74116 -2.76211
C 2.16930 3.21658 -3.78050
C 2.23304 1.85933 -4.06632
C 3.08238 1.03409 -3.34925
N 3.34403 -0.30256 -3.74823
C 2.53946 -1.12902 -4.40175
C 1.15250 -1.17795 -4.36185
C 0.47527 -1.76532 -5.48104
C -0.87385 -1.86533 -5.51825
C -1.62729 -1.48272 -4.36854
C -1.02341 -1.01510 -3.24411
C 0.40047 -0.80358 -3.17708
O 0.97376 -0.41359 -2.12507
H 6.23563 1.85125 -0.97481
H 5.97651 0.25933 -0.22635
H 4.86709 1.59514 0.14831
H 4.37496 3.33451 -1.21762
H 2.92093 4.80218 -2.54728
H 1.53304 3.86168 -4.37258
H 1.65006 1.44363 -4.87854
H 4.30937 -0.58233 -3.64050
H 3.05377 -1.84713 -5.03651
H 1.07181 -2.07137 -6.33483
H -1.37667 -2.24709 -6.39640
H -2.70515 -1.59569 -4.38798
H -1.59271 -0.80529 -2.34451
Br 5.04536 -2.86542 -1.54178
C 4.34020 -2.21257 0.08946
C 4.90820 -2.61431 1.28311
C 4.33221 -2.15854 2.45800
C 3.20840 -1.35223 2.37665
N 2.67688 -0.94635 1.22329
C 3.24308 -1.36177 0.08653
H 5.76869 -3.27064 1.29424
H 4.74748 -2.43027 3.41938
H 2.70173 -1.01571 3.27371
H 2.78664 -1.02522 -0.84044
```


ORCA calculation (wB97M-V/def2-TZVPD) on one molecule with the formula C4H5IN2O.

- frontier orbital gap (eV) = 8.92
- highest occupied orbital energy (eV) = -9.24
- energy above the lowest of the compared OMol25 structures with the same formula, charge and spin (kcal/mol) = 84.9

XYZ file:
```
13
C4H5IN2O (wB97M-V/def2-TZVPD)
C 0.97501 2.10598 0.33121
C 0.09924 0.57693 0.33369
N -0.77279 0.03734 -0.82406
C -1.16136 -1.21320 -0.91440
I -2.52002 -1.70849 -2.34389
C -0.39279 -2.15757 -0.11203
N 0.61339 -1.71034 0.60259
O 1.00488 -0.43745 0.73969
H 1.37835 2.00621 1.42589
H 1.90148 2.12175 -0.28168
H 0.24045 2.81613 0.01994
H -0.65159 0.76191 1.11888
H -0.71426 -3.19919 -0.09583
```


ORCA calculation (wB97M-V/def2-TZVPD) on a 2-piece molecular cluster, C2H4N2O2 overall.

- frontier orbital gap (eV) = 8.46
- highest occupied orbital energy (eV) = -9.30
- energy above the lowest of the compared OMol25 structures with the same formula, charge and spin (kcal/mol) = 220.3

XYZ file:
```
10
C2H4N2O2 (wB97M-V/def2-TZVPD)
C -0.95226 0.15384 0.06835
C 2.49937 -0.20209 0.40647
H -2.80346 -0.49954 0.30170
H -1.77753 -1.79969 -0.49038
H 2.64104 -1.30874 1.59314
H 3.27848 0.47979 0.29865
N -1.91771 -0.79284 0.10872
N 1.31591 0.41980 -0.68005
O -1.12370 1.31899 0.26063
O 0.32263 -0.56537 -0.32972
```